77
Properties=species:S:1:pos:R:3:forces:R:3:mulliken_charge:R:1 method="wB97M-V/def2-TZVPD" e_tot_ev=-155947.736 gap_ev=6.07 fmax_ev_per_a=8.61 mol_weight_g_mol=637.81 total_charge=+1
Br 5.40019 5.64774 -5.80023 -1.3098 -0.6740 0.7144 -0.125
Cl 5.56372 5.25764 0.01752 -0.8721 -1.0853 -0.6932 -0.238
P 6.05856 3.58433 -2.94962 7.5707 1.1619 -0.5946 0.733
P 3.87603 4.09902 -0.67468 -0.4905 -0.6724 3.4575 0.241
P 3.91009 3.94728 -2.88586 -1.1140 1.9037 -0.7204 0.204
P 3.91075 4.02094 -5.09441 -0.8506 -1.0215 -4.1635 -0.053
O -0.20306 0.62676 -1.61613 -7.0985 -4.2853 2.3213 -0.484
O 6.42524 2.69580 -4.44368 -0.0287 -0.0704 3.2510 -0.454
O 4.00707 2.49501 0.03987 0.7452 2.5672 0.9386 -0.471
O 2.35490 4.63662 -5.69047 0.6373 -1.1029 1.5507 -0.502
O -2.62144 0.65071 -1.28243 3.1171 -2.2311 -1.0062 -0.290
O 6.54864 2.48821 -1.64394 -1.6895 -0.1018 -3.8854 -0.470
O 6.96332 4.88120 -2.91460 -3.8440 -4.4505 0.2222 -0.517
N -1.86689 -5.48390 3.61430 -0.3499 -0.1996 0.1251 0.106
C -1.64317 3.58353 -1.92873 -0.9525 0.2498 -1.3397 -0.093
C -0.60341 -7.49036 4.73490 -0.1151 -0.3495 -0.1668 -0.360
C -1.31680 -0.02745 -1.23256 4.5684 3.3347 -1.8158 0.504
C -1.19065 -1.59829 -0.71355 -0.8397 0.1537 -0.0304 -0.617
C -3.24403 -5.27747 2.94544 0.3174 0.0167 -0.0417 -0.708
C -0.78045 6.11347 -1.23622 -0.2919 0.2535 -0.4587 -0.607
C -0.00712 -8.36185 3.62821 0.3586 -0.0245 -0.0479 -1.193
C 1.43546 5.37068 -2.64742 -0.9794 -0.0072 0.7938 0.396
C -1.94458 -6.84241 4.37352 0.2287 0.4295 0.1233 -0.516
C -2.89227 1.22766 -2.61800 -0.6340 1.6612 -1.9058 -0.356
C -1.63021 -4.34799 4.63072 0.0416 -0.0618 -0.3974 -0.657
C -3.04099 2.88835 -2.52044 0.9938 -0.5164 0.9067 -0.743
C 3.03829 5.64864 -2.91754 -0.8018 1.6221 1.6733 -0.919
C 0.65071 6.60979 -1.90275 -0.5927 0.1400 0.1023 -0.711
C -3.36902 -3.91182 2.28784 0.0465 0.1491 -0.1301 -0.443
C -1.71784 5.22265 -2.24609 -1.0406 -0.3543 1.1109 -0.568
C -0.77508 -5.50004 2.55160 -0.4301 0.0081 0.4750 -1.181
C -3.08069 -2.78227 3.26673 -0.1565 0.1699 0.0250 -0.723
C -1.74925 -2.97194 3.98203 0.1236 0.1079 -0.1236 -0.540
H 1.28713 4.41829 -1.94358 0.4915 2.0158 -1.4276 -0.014
H -0.63754 -4.49556 5.07059 -0.2308 -0.1153 -0.1188 0.401
H -1.40052 7.09797 -0.97540 1.4652 -2.1647 -0.3500 0.305
H -0.20562 -2.08467 -1.12133 -1.9380 1.3416 0.6887 0.333
H -1.16100 -1.64207 0.46005 -0.0963 0.3178 -2.2498 0.016
H -3.88688 -2.73448 4.00677 0.0330 0.0157 -0.0195 0.310
H -3.26704 3.39045 -3.55382 0.2448 -1.2996 1.8620 0.302
H -0.76454 3.10649 -2.54921 -1.5368 0.8530 1.6411 0.100
H 4.13654 2.70300 1.03215 -0.3580 -0.6261 -2.2075 0.348
H 0.19588 -5.57287 3.04840 -0.2579 -0.1266 -0.1082 0.365
H -3.93675 0.82417 -2.99005 2.1405 0.5437 0.9551 0.276
H 0.12900 -6.75810 5.08563 -0.1192 0.0243 0.0582 0.218
H -2.70213 -3.83549 1.42177 -0.0786 -0.0792 0.0675 0.146
H -3.37155 -6.07997 2.20648 0.1403 0.1183 0.3056 0.477
H 1.25554 7.11874 -1.03404 -0.8485 -1.1710 -1.7804 0.300
H 6.36522 1.57329 -2.05947 0.3306 1.7537 1.2807 0.282
H 0.41584 7.45833 -2.69790 0.4949 -1.7927 1.6133 0.276
H -1.54896 5.47485 -3.37907 -0.1763 -0.6103 2.1695 0.285
H -2.38508 -4.45378 5.41668 0.0750 -0.1704 -0.1953 0.418
H -2.06905 0.92352 -3.42518 -1.6755 0.6582 2.0354 0.296
H -4.00126 -5.39795 3.73000 0.2691 -0.0316 -0.0516 0.428
H -0.62984 5.46011 -0.25062 -0.1133 1.6029 -2.0844 0.283
H -0.79327 -8.16384 5.58287 -0.1194 0.3720 -0.0772 0.402
H -4.38426 -3.79700 1.89011 0.1528 -0.2112 0.0871 0.378
H -0.79389 -4.57809 1.97406 -0.1462 -0.0883 0.1536 0.498
H 3.50650 6.27631 -2.01619 -1.2038 -1.1706 -1.7418 0.377
H 7.09813 1.98116 -4.24218 -0.8854 1.2257 -0.3478 0.273
H -1.64932 -2.20209 4.75651 0.0987 -0.2831 -0.0265 0.414
H -2.51437 -6.64557 5.29160 0.0699 0.1698 -0.3675 0.338
H 3.25797 6.28922 -3.88425 -0.4571 -1.6818 1.8433 0.464
H -3.08246 -1.82427 2.73307 -0.0262 -0.1729 0.1523 0.391
H -2.84566 5.52011 -1.99808 2.3447 -0.5596 -0.6289 0.362
H 1.63875 3.93945 -5.56652 1.5607 1.0606 -0.2700 0.335
H -1.59618 3.35417 -0.77533 0.2518 0.5451 -2.3975 0.188
H 3.04891 2.75757 -2.86957 0.5555 0.6743 -0.0580 0.138
H -0.77084 -8.98585 3.15559 0.0621 0.0285 0.0765 0.311
H -3.91421 3.07862 -1.76458 1.5491 -0.1612 -1.5370 0.284
H -0.92300 -2.80459 3.28208 -0.0219 -0.0383 0.1138 0.235
H -2.54073 -7.52498 3.75846 0.1607 0.2189 -0.0505 0.442
H -2.12493 -2.24466 -1.07597 2.0016 1.6144 0.7423 0.266
H 0.75823 -9.02555 4.04548 -0.1870 0.1088 -0.0845 0.376
H -0.96211 -6.34839 1.88654 0.1084 0.1675 0.2227 0.356
H 0.82000 5.12800 -3.62707 1.6501 0.5422 1.8313 0.057
H 0.48334 -7.77418 2.85119 -0.0420 -0.1389 0.0102 0.316

---

15
Properties=species:S:1:pos:R:3:forces:R:3:mulliken_charge:R:1 method="wB97M-V/def2-TZVPD" e_tot_ev=-9405.636 gap_ev="8.93 / 8.93" fmax_ev_per_a=1.51 mol_weight_g_mol=100.12
O 0.89896 0.70475 1.05282 -0.0763 0.0847 -0.0021 -0.740
O 3.45102 -0.41378 0.78066 -1.2542 -0.1042 -0.4093 -0.250
C -0.92853 1.17491 -0.59541 -0.2000 0.2748 -0.2044 -1.356
C -0.88919 -0.92116 0.94733 -0.0152 -0.0305 0.0607 -1.371
C 0.04395 0.09124 0.29043 -0.0339 -0.2557 -0.0907 1.570
C 0.54450 -0.26508 -1.00936 -0.2193 0.1727 -0.0268 -0.894
C 2.38690 -0.55155 0.37720 1.4465 -0.0214 0.4378 0.129
H -1.39904 -0.44497 1.78940 0.0751 -0.0513 -0.1160 0.360
H -1.61105 1.45426 0.21113 0.1573 -0.1218 -0.0689 0.386
H 1.22128 0.42362 -1.50406 -0.0749 -0.0918 0.1155 0.410
H -1.63709 -1.33010 0.25755 0.1119 0.0737 0.0875 0.315
H -0.34872 2.04973 -0.88608 -0.0003 -0.1605 0.0608 0.389
H -1.53470 0.80951 -1.42702 0.0948 -0.0274 0.0965 0.378
H 0.08467 -1.03806 -1.62694 0.0277 0.1435 0.1230 0.341
H -0.28295 -1.74331 1.34233 -0.0393 0.1153 -0.0635 0.332

---

118
Properties=species:S:1:pos:R:3:forces:R:3:mulliken_charge:R:1 method="wB97M-V/def2-TZVPD" e_tot_ev=-107177.846 gap_ev=6.78 fmax_ev_per_a=3.64 mol_weight_g_mol=1036.78 total_charge=+1
O 5.44194 1.29498 1.34136 -0.2903 -0.2414 -0.3509 -0.511
O -7.05785 -6.94994 1.03290 -0.0275 0.2692 0.0372 -0.542
O 3.49052 10.26272 0.45881 -0.0728 -0.4994 -0.2150 -0.317
O 6.06705 -0.60721 0.30004 -0.5866 0.7760 -0.1346 -0.314
O 4.46796 1.01627 -4.16122 -0.3520 0.0590 -0.1050 -0.466
O 7.38233 5.04710 1.56497 -0.3015 0.4159 0.3281 -0.356
O -7.99620 -5.06698 1.85342 0.3758 -0.2335 -0.1127 -0.333
O -0.28143 -2.70016 4.07623 0.2678 0.4017 0.4641 -0.540
O -3.64873 -0.21850 0.28725 0.1264 -0.0829 1.9570 -0.149
O -0.20950 -1.61173 6.05111 0.0374 0.0359 -0.6189 -0.323
O 3.83001 1.95293 -6.10983 -0.2102 -0.1965 0.6670 -0.331
O 0.20184 3.60404 3.24187 -0.1843 -0.0725 -0.2730 -0.520
O 3.25607 8.03419 0.30705 -0.0857 0.3465 -0.1418 -0.293
O 2.31314 1.59675 -4.49666 0.3150 -0.1352 -0.0886 -0.130
O -3.80153 -0.40627 -1.07787 0.4737 0.7397 -2.1557 -0.165
O 4.36862 0.61341 -0.52828 -0.1910 -0.0174 0.3502 -0.479
O -3.62022 1.52739 -2.30311 -0.0267 -0.5375 0.0625 -0.389
O -4.25967 -1.55472 1.96024 0.4369 1.0215 -0.5692 -0.426
O 7.80683 6.71558 3.02460 -0.2709 -0.1518 -0.1130 -0.529
O 2.45623 -4.09230 -0.21704 0.1049 -0.0368 -0.1798 -0.451
O 3.47405 -4.08370 -2.22196 -0.1389 -0.1146 0.1243 -0.216
O -5.85104 -5.53876 2.31355 -0.4689 -0.1256 -0.1722 -0.325
O 5.73204 5.83390 2.87489 0.4035 -0.0359 -0.1362 -0.344
O -0.45854 4.57103 1.31082 -0.0572 -0.2245 0.4306 -0.252
O 2.67266 -6.00822 -1.39447 0.1029 0.5941 0.0465 -0.333
O -9.46694 -5.48348 -3.54375 0.4709 0.0629 -0.1387 -0.324
O -7.24831 -5.80916 -3.43432 -0.3871 0.1362 -0.2242 -0.340
O -1.95810 4.18668 2.93520 0.5333 -0.1145 -0.2287 -0.331
O -8.14707 -4.80551 -5.24568 -0.0022 -0.1049 0.2797 -0.526
O 3.01084 9.31699 -1.53455 0.0230 -0.0927 0.3002 -0.534
O 0.34675 -0.53026 4.16650 -0.1301 -0.4222 0.0795 -0.147
N 1.29360 0.59168 -0.81041 -1.6754 0.1608 -0.0465 0.488
C 5.45325 -1.39041 -0.72328 0.0337 -0.9251 -0.0655 -0.203
C 0.44411 0.99377 0.20467 -2.4764 -0.2240 -1.1726 -0.753
C 0.35122 -0.36167 6.44999 0.1674 0.2230 0.6124 -0.367
C -0.82667 -4.89283 -0.04482 -1.4421 1.7321 0.3362 -0.417
C -7.77102 -6.12289 -2.14549 0.3779 -0.2545 0.5720 -0.046
C -1.54580 0.67409 -1.38734 2.5555 -0.2098 0.8992 0.839
C -8.27582 -5.31701 -4.17851 -0.0152 0.2023 -0.4448 0.599
C -6.97525 -5.94855 1.67283 0.0322 -0.3794 -0.1435 0.643
C -2.85821 -3.46447 -0.53920 0.9273 0.0689 0.7395 -0.400
C -0.54509 -4.05304 1.12167 -1.8568 0.1239 -1.4853 -0.619
C 2.55135 2.20136 -6.69284 -0.1735 0.1305 -0.6829 -0.404
C -3.56694 -1.44155 0.99056 0.2051 -2.2904 0.9799 -0.043
C -2.61474 -2.59511 0.63386 2.2782 -2.1310 -1.8833 0.735
C -0.57958 0.29338 -2.42594 0.7500 0.5014 1.9802 -0.922
C 5.12334 4.97079 1.92187 -0.7323 -0.1154 -0.1304 -0.151
C -0.98325 1.04526 -0.06299 0.3522 -0.6208 -1.6330 -0.496
C 2.83009 -4.67803 -1.18503 -0.2107 0.0374 0.4911 0.587
C 3.47072 9.76318 1.79413 0.0088 0.3783 0.5152 -0.360
C -1.99685 -4.59303 -0.88951 0.7266 1.0430 2.0912 -0.853
C -0.06834 -1.70924 4.70758 -0.0459 -0.4436 0.1088 0.456
C -6.08156 -4.20535 2.76202 0.4411 0.4290 0.2275 0.079
C -2.61549 4.99488 1.95908 -0.6128 0.3112 0.0421 -0.406
C -1.74340 4.82235 0.74856 -0.1951 0.2253 -0.6671 -0.033
C 1.66885 2.39402 -5.49170 -0.6391 0.4058 -0.0567 -0.358
C -7.57959 -4.13394 2.84752 -0.3615 0.4180 0.3520 -0.361
C -1.43058 -2.92420 1.44901 -0.3199 -0.4458 -0.9773 0.064
C 3.04773 -6.27201 -2.74558 -0.0662 -0.5541 -0.3957 -0.377
C 0.26627 0.45827 5.19368 0.0427 0.7370 0.0427 -0.204
C 5.31014 0.50746 0.45892 0.5705 -0.0310 0.6913 0.530
C -9.23383 -6.32678 -2.41746 -0.4518 -0.2795 0.3772 -0.318
C -3.10489 0.69001 -1.64944 1.4781 -0.4026 0.3700 -0.046
C 3.62116 1.47903 -4.86039 0.5565 0.0362 -0.2015 0.465
C 4.67456 -0.37837 -1.50937 0.2140 -0.1766 -0.8179 0.021
C -0.65690 4.07706 2.56213 0.1485 -0.0324 0.3523 0.662
C 3.23090 9.21617 -0.36979 -0.0429 0.2262 -0.5013 0.596
C 7.05025 5.94034 2.53521 0.5250 0.2694 0.1418 0.663
C 3.96572 -5.12432 -3.06658 0.4456 -0.0373 -0.5462 -0.364
C 6.27755 4.15888 1.41076 0.1208 -0.5718 -0.2220 -0.223
C 3.77205 8.30360 1.60771 0.2595 -0.4299 0.4943 -0.166
C 0.84625 0.26542 -2.07998 -1.8261 0.1715 0.3557 0.013
H -1.72550 5.70934 0.11687 0.2078 -0.0751 0.0436 0.343
H 4.21376 10.26800 2.41003 -0.0166 0.0886 -0.2001 0.316
H 3.76379 -0.79574 -1.93961 -0.0086 0.0818 0.0786 0.006
H 5.00598 -5.33158 -2.80418 -0.0652 -0.0022 0.0391 0.288
H -9.86014 -6.03410 -1.57578 -0.0460 0.0985 -0.1747 0.273
H -3.74746 -3.23372 -1.17125 0.8399 -0.3439 0.5037 0.465
H -2.03622 3.96014 0.14222 -0.0065 0.0217 0.0195 -0.010
H 1.07980 1.17739 5.10710 -0.0370 -0.1141 -0.1930 0.255
H 1.38126 -0.52496 6.77587 -0.0431 -0.0233 -0.0510 0.264
H 6.20654 -1.89576 -1.32585 0.0796 0.1159 0.1623 0.338
H -5.67063 -3.51037 2.02768 -0.0316 -0.0570 0.0425 -0.092
H -0.68540 0.98749 5.10163 0.0376 -0.0447 -0.0043 0.237
H -7.96374 -3.13757 2.63187 -0.0900 -0.1496 -0.1364 0.304
H 2.14929 -6.27690 -3.36784 0.0289 0.0368 0.0507 0.267
H 6.15567 3.86818 0.36810 0.1870 0.0914 0.0353 0.272
H 1.64377 3.43175 -5.15113 0.0587 -0.0590 0.0037 0.295
H -0.21488 0.07360 7.27220 -0.0675 -0.2156 -0.0458 0.320
H -7.58347 -5.28144 -1.47329 -0.0414 -0.0224 -0.0277 0.097
H 5.26270 0.07996 -2.30490 -0.1288 -0.0223 0.1338 0.339
H -1.16934 -2.31576 2.35744 -0.4631 -0.8082 -1.2691 0.433
H -1.73890 1.33719 0.70964 1.2343 -0.2902 -0.5673 0.804
H -2.21640 -5.25816 -1.76352 0.0711 0.9005 0.9533 0.402
H 6.45577 3.26512 2.00860 -0.0006 0.0984 -0.0307 0.274
H -9.46937 -7.35772 -2.69293 0.0441 0.0457 -0.0169 0.261
H 1.61859 -0.02497 -2.82954 -0.7687 0.3692 0.8536 0.387
H 4.66056 5.57971 1.13925 0.0366 -0.0193 -0.0072 0.122
H 0.64806 2.05394 -5.66367 0.0899 -0.1036 0.1556 0.312
H 4.35641 4.35481 2.39112 0.0697 0.1293 0.1277 0.309
H 4.80937 -2.14015 -0.25556 0.0270 0.0339 0.0143 0.170
H -0.15978 -5.75947 -0.29504 -0.7583 1.0202 0.3284 0.472
H -5.59896 -4.03044 3.72270 0.0873 -0.1689 -0.1045 0.350
H 2.47964 9.93581 2.22183 0.0189 -0.0229 -0.0511 0.244
H 0.33845 -4.32184 1.75249 -1.0449 0.6068 -0.5500 0.430
H -0.89862 0.01431 -3.46197 0.4017 0.2860 1.2012 0.492
H -7.96059 -4.45760 3.81940 0.0239 -0.0346 -0.0571 0.268
H -7.29392 -7.01295 -1.73853 0.0943 0.1086 -0.1114 0.310
H 2.58094 3.08018 -7.33502 0.2105 -0.0628 0.0754 0.317
H 3.28465 7.67839 2.35540 -0.0176 -0.0712 -0.1748 0.336
H -3.63595 4.65204 1.79312 0.0931 -0.1007 0.1844 0.326
H 3.54143 -7.23900 -2.83036 -0.0917 0.0339 0.2091 0.310
H 0.80109 1.25198 1.23070 0.1258 -0.3201 -1.2251 0.603
H 2.30130 0.54077 -0.58328 -0.3054 0.0971 -0.2987 0.148
H 3.91760 -4.83062 -4.11444 -0.0455 0.1633 0.1329 0.308
H 2.26218 1.33421 -7.29154 0.0357 0.0166 0.0554 0.270
H 4.84430 8.09308 1.61338 -0.0422 0.0545 0.0221 0.152
H -2.64268 6.02816 2.31237 0.0552 -0.0615 0.0029 0.292